No. 1
123
Properties=species:S:1:pos:R:3:mulliken_charge:R:1 method="wB97M-V/def2-TZVPD" gap_ev=7.77 molar_mass_da=965.253 relative_energy_kcal_mol=620.4 e_lumo_ev=-0.03 e_tot_ha=-5547.0948
O -4.22 2.04 -2.45 -0.70
S -3.69 2.43 -1.14 1.14
O -4.55 2.47 0.05 -0.62
O -2.52 1.29 -0.75 -0.84
C -1.64 0.75 -1.73 -0.23
C -2.19 -0.46 -2.47 -0.77
C -2.56 3.89 -1.29 -0.29
H -0.82 0.28 -1.18 -2.42
H -1.24 1.50 -2.41 0.95
H -1.48 -0.80 -3.22 0.64
H -3.15 -0.30 -2.96 0.55
H -2.31 -1.35 -1.85 -0.08
H -3.08 4.59 -1.94 0.66
H -1.61 3.56 -1.71 0.14
H -2.46 4.30 -0.28 -0.11
O -3.08 -3.13 0.22 -0.94
S -2.00 -3.61 -0.65 1.59
O -0.78 -2.83 -0.88 -1.56
O -1.60 -5.25 -0.29 -0.37
C -2.63 -6.14 0.09 -0.15
C -2.25 -7.64 -0.15 -1.31
C -2.64 -4.03 -2.30 -1.12
H -3.56 -5.96 -0.44 0.28
H -2.73 -5.89 1.15 0.33
H -1.39 -8.01 0.42 0.32
H -2.14 -7.89 -1.20 0.31
H -3.05 -8.28 0.23 0.42
H -2.93 -3.06 -2.72 0.34
H -3.60 -4.54 -2.19 0.58
H -1.93 -4.44 -3.01 0.37
O -0.87 5.27 -0.44 -0.73
S -1.01 4.81 0.93 1.23
O -2.30 4.85 1.56 -0.66
O -0.28 3.30 1.13 0.02
C -0.47 2.64 2.37 -1.08
C 0.55 1.55 2.39 -0.96
C 0.15 5.74 1.96 -0.52
H -1.53 2.36 2.34 -1.43
H -0.15 3.30 3.17 1.38
H 1.51 2.06 2.43 0.39
H 0.41 0.95 1.49 -1.03
H 0.57 0.91 3.27 1.24
H 0.02 5.32 2.96 0.40
H 0.06 6.82 1.85 0.41
H 1.09 5.42 1.51 -0.07
O 3.74 4.59 -1.98 -0.75
S 2.35 4.64 -2.53 1.08
O 2.02 5.15 -3.90 -0.68
O 1.62 3.17 -2.27 -0.50
C 1.95 2.55 -1.03 0.05
C 0.80 1.71 -0.52 1.57
C 1.39 5.73 -1.39 -0.54
H 2.11 3.26 -0.22 0.05
H 2.87 1.98 -1.11 0.25
H -0.06 2.27 -0.16 -1.44
H 1.16 1.07 0.28 1.15
H 0.53 0.99 -1.30 0.51
H 1.49 5.41 -0.35 -0.20
H 0.40 5.84 -1.83 0.22
H 2.00 6.63 -1.45 0.60
O 2.76 4.79 1.86 -0.69
S 3.67 3.64 1.81 1.29
O 4.24 3.09 3.03 -0.67
O 2.85 2.44 1.00 -0.43
C 3.37 1.12 0.89 -1.44
C 2.44 0.22 1.77 -0.33
C 5.01 4.03 0.54 -0.72
H 4.40 1.10 1.25 0.99
H 3.38 0.78 -0.14 0.22
H 2.73 -0.83 1.86 0.69
H 1.45 0.17 1.33 1.77
H 2.32 0.53 2.80 0.26
H 5.61 4.78 1.05 0.49
H 4.46 4.39 -0.33 0.20
H 5.65 3.16 0.38 0.37
O 4.64 -6.29 -2.07 -0.61
S 4.82 -4.92 -1.59 1.07
O 5.82 -4.00 -2.15 -0.57
O 3.32 -4.15 -1.60 -0.29
C 2.20 -4.86 -1.13 -0.85
C 1.30 -3.85 -0.46 0.68
C 5.03 -5.02 0.28 -0.82
H 2.41 -5.67 -0.44 0.47
H 1.67 -5.35 -1.95 0.27
H 1.01 -3.18 -1.26 -0.43
H 1.72 -3.28 0.37 -0.08
H 0.34 -4.21 -0.09 0.11
H 4.23 -5.53 0.81 0.29
H 4.95 -3.98 0.59 0.25
H 6.02 -5.42 0.49 0.38
O -2.97 -1.93 2.99 -0.83
S -3.54 -0.96 2.13 1.31
O -4.68 -1.29 1.30 -0.69
O -3.86 0.41 2.96 -0.51
C -4.63 1.43 2.35 -0.60
C -3.88 2.70 2.49 -0.51
C -2.26 -0.33 0.97 1.85
H -5.59 1.48 2.86 0.39
H -4.72 1.31 1.27 0.61
H -3.45 2.87 3.47 0.50
H -4.46 3.56 2.15 0.46
H -3.07 2.68 1.76 -0.62
H -2.73 0.49 0.43 -0.12
H -2.10 -1.24 0.40 -0.08
H -1.41 -0.04 1.59 0.55
C 0.20 -2.48 -3.56 -0.20
O -0.56 -1.27 -3.79 -0.57
H -0.42 -3.37 -3.57 -0.02
H 1.02 -2.57 -4.27 0.55
H 0.75 -2.46 -2.62 0.15
H -0.11 -0.51 -3.43 0.56
C -0.02 -1.14 -0.63 1.53
O 0.47 -0.02 0.07 -0.45
H 0.35 -2.10 -0.27 0.30
H -1.11 -1.19 -0.56 -1.73
H 0.35 -0.92 -1.64 -0.23
H 0.34 -0.16 1.01 -0.34
C -0.06 -2.10 2.12 -1.00
O 0.01 -0.69 2.01 -0.99
H -0.35 -2.58 1.18 0.38
H 0.94 -2.46 2.32 0.48
H -0.93 -2.36 2.72 0.41
H 0.42 -0.30 2.79 0.52

No. 2
95
Properties=species:S:1:pos:R:3:mulliken_charge:R:1 method="wB97M-V/def2-TZVPD" gap_ev=5.79 molar_mass_da=597.778 total_charge=+1 relative_energy_kcal_mol=247.7 e_lumo_ev=-4.92 e_tot_ha=-1991.0952
C 10.23 -1.43 1.37 -0.86
C 8.91 -1.25 0.37 -0.31
C 7.60 -1.87 1.17 -0.65
C 6.17 -1.22 0.73 -0.04
O 5.13 -1.27 1.81 -0.34
N 3.94 -1.31 1.15 0.98
C 3.30 -0.11 0.83 -1.27
N 4.03 1.16 1.29 -0.45
C 3.63 1.50 2.58 0.72
O 3.07 1.48 3.83 -0.40
C 1.90 -0.28 -0.01 1.03
C 2.02 0.99 -1.09 -0.56
C 1.55 2.43 -0.43 -0.31
C -0.03 2.80 -0.65 -0.67
C 0.46 -0.29 0.78 -0.51
C -0.72 -0.59 -0.36 -0.28
C -1.35 -2.10 -0.26 -0.14
C -3.00 -2.00 -0.10 -1.02
N -3.28 -1.93 1.39 0.23
C -3.32 -3.34 1.95 -0.81
C -4.54 -1.15 1.68 0.37
C -4.44 -0.03 2.92 -0.83
O -5.64 -1.34 0.94 -0.55
C 2.26 -1.80 -0.62 -0.67
C 3.10 -2.47 0.67 0.61
C 3.81 -3.82 0.08 -0.97
O 2.75 -4.67 -0.50 -0.37
C 2.43 -5.82 0.36 -0.03
C 1.26 -6.73 -0.41 -0.91
O 2.23 -2.93 1.75 -0.28
C 2.98 -3.39 2.93 0.44
N 3.89 -3.72 3.82 -0.48
H 10.87 -0.44 1.45 0.26
H 9.93 -1.71 2.48 0.28
H 10.96 -2.28 1.00 0.25
H 9.18 -1.83 -0.61 0.30
H 8.82 -0.10 0.13 0.29
H 7.56 -3.02 0.85 0.15
H 7.75 -1.74 2.32 0.37
H 6.27 -0.07 0.44 0.26
H 5.80 -1.79 -0.23 0.11
H 1.44 0.77 -2.08 0.39
H 3.18 1.10 -1.31 0.44
H 2.20 3.30 -0.88 0.35
H 1.73 2.45 0.75 0.09
H -0.30 2.74 -1.79 0.18
H -0.16 3.93 -0.30 0.39
H -0.78 2.17 0.01 -0.01
H 0.34 -1.13 1.59 0.34
H 0.21 0.73 1.33 0.40
H -0.35 -0.43 -1.46 0.07
H -1.61 0.16 -0.18 0.25
H -0.85 -2.80 0.53 0.10
H -1.18 -2.61 -1.33 0.31
H -3.54 -2.91 -0.64 0.38
H -3.38 -1.03 -0.68 0.38
H -2.39 -3.44 2.68 0.19
H -4.34 -3.52 2.54 0.32
H -3.15 -4.17 1.11 0.28
H -4.26 1.05 2.48 0.23
H -3.48 -0.30 3.54 0.25
H -5.44 -0.14 3.52 0.30
H 1.35 -2.49 -0.91 0.15
H 2.95 -1.71 -1.59 0.39
H 4.52 -4.38 0.82 0.35
H 4.50 -3.49 -0.84 0.37
H 3.37 -6.47 0.67 0.30
H 1.92 -5.50 1.39 0.08
H 0.48 -5.95 -0.83 0.21
H 0.70 -7.32 0.46 0.33
H 1.70 -7.45 -1.23 0.29
C -1.78 5.70 -2.72 0.04
O -1.15 5.28 -1.76 -0.55
N -3.01 5.23 -3.14 0.18
C -3.69 5.77 -4.29 -0.89
C -3.64 4.15 -2.40 -0.87
H -1.39 6.51 -3.36 0.27
H -4.66 6.17 -3.98 0.30
H -3.84 4.97 -5.02 0.33
H -3.10 6.57 -4.76 0.29
H -3.79 4.48 -1.36 0.22
H -2.98 3.28 -2.40 0.17
H -4.60 3.89 -2.84 0.49
C -7.77 3.08 -1.89 0.05
O -6.75 3.07 -2.57 -0.56
N -7.93 3.78 -0.72 0.14
C -9.17 3.75 0.03 -0.92
C -6.83 4.58 -0.21 -0.79
H -8.66 2.51 -2.19 0.26
H -9.57 4.76 0.10 0.33
H -8.97 3.35 1.03 0.33
H -9.91 3.11 -0.47 0.30
H -6.56 5.33 -0.96 0.25
H -5.97 3.93 -0.04 0.21
H -7.11 5.07 0.72 0.39

No. 3
19
Properties=species:S:1:pos:R:3:mulliken_charge:R:1 method="wB97M-V/def2-TZVPD" gap_ev="9.54 / 4.12" molar_mass_da=99.130 total_charge=+1 spin_multiplicity=2 relative_energy_kcal_mol=31.2 e_lumo_ev="-3.99 / -9.41" e_tot_ha=-364.0941
C 0.76 -1.44 -2.43 -0.94
C 1.15 -0.03 -1.78 -0.09
N 0.03 0.50 -1.10 -0.28
H 1.45 -2.20 -2.10 0.32
H -0.27 -1.69 -2.21 0.38
H 1.01 -1.39 -3.48 0.30
H 1.86 -0.31 -0.99 0.17
H 1.61 0.62 -2.52 0.46
H -0.59 1.15 -1.57 0.29
H -0.40 -0.22 -0.54 0.36
H -0.98 1.74 1.89 0.27
H -2.16 2.64 2.20 0.33
O -1.71 1.85 2.51 -0.60
H -1.01 -0.97 2.50 0.28
H -2.21 -0.16 2.31 0.32
O -1.92 -0.92 2.83 -0.60
H 1.01 0.60 0.76 0.32
H 1.50 -0.21 2.03 0.33
O 0.87 0.43 1.69 -0.62

No. 4
48
Properties=species:S:1:pos:R:3:mulliken_charge:R:1 method="wB97M-V/def2-TZVPD" gap_ev=9.55 smiles=C[C@@H]1C[C@H](C)C[N@H+](CCOCCSc2ccc(Cl)cc2)C1 molar_mass_da=328.929 total_charge=+1 e_lumo_ev=-2.09 e_tot_ha=-1652.1464
C -0.73 -3.51 -0.44 -1.79
C -1.04 -2.07 -0.02 1.52
C -2.34 -1.99 0.77 -1.50
C -2.66 -0.53 1.13 1.46
C -3.99 -0.42 1.87 -1.78
C -2.71 0.31 -0.15 -1.18
N -1.44 0.22 -0.90 1.51
C -1.39 1.13 -2.07 -0.79
C -0.13 1.99 -2.00 -0.32
O -0.19 2.63 -0.75 -0.31
C 1.03 3.06 -0.16 -0.68
C 1.02 2.60 1.29 -0.67
S 0.86 0.78 1.36 -0.11
C 2.51 0.30 0.86 -0.14
C 2.70 -0.45 -0.29 0.31
C 3.98 -0.82 -0.67 -0.92
C 5.06 -0.42 0.09 0.30
Cl 6.66 -0.86 -0.39 -0.18
C 4.87 0.32 1.25 -0.75
C 3.59 0.67 1.64 -0.42
C -1.15 -1.19 -1.27 -1.40
H -0.64 -4.14 0.44 0.42
H 0.21 -3.56 -0.99 0.42
H -1.52 -3.91 -1.07 0.39
H -0.22 -1.70 0.60 -0.07
H -2.25 -2.57 1.68 0.51
H -3.16 -2.41 0.18 0.27
H -1.86 -0.15 1.77 -0.08
H -4.19 0.61 2.14 0.43
H -4.81 -0.79 1.26 0.38
H -3.95 -1.00 2.79 0.43
H -2.89 1.35 0.10 0.58
H -3.52 -0.04 -0.80 0.38
H -0.69 0.53 -0.23 -1.16
H -2.26 1.80 -2.03 0.45
H -1.43 0.56 -3.00 0.37
H 0.77 1.37 -2.08 0.22
H -0.12 2.71 -2.82 0.45
H 1.89 2.63 -0.69 0.38
H 1.10 4.15 -0.21 0.38
H 0.15 2.99 1.81 0.43
H 1.93 2.90 1.81 0.53
H 1.85 -0.77 -0.88 0.37
H 4.13 -1.40 -1.57 0.43
H 5.72 0.61 1.85 0.43
H 3.44 1.23 2.55 0.52
H -0.22 -1.22 -1.84 0.59
H -1.96 -1.55 -1.90 0.41

No. 5
18
Properties=species:S:1:pos:R:3:mulliken_charge:R:1 method="wB97M-V/def2-TZVPD" gap_ev="6.80 / 6.78" molar_mass_da=166.140 relative_energy_kcal_mol=270.0 e_lumo_ev="-1.93 / -2.19" e_tot_ha=-601.3429
C 1.92 -2.04 -0.71 -0.27
C 1.20 -0.85 -0.95 -0.34
C 2.17 -0.84 0.96 0.10
C -0.96 -0.22 -0.26 0.01
C -0.48 0.91 0.19 0.29
C -1.34 2.01 0.86 -1.05
N 2.59 -1.94 0.42 -0.49
N 1.65 0.02 0.03 0.17
N 0.94 1.06 0.29 -0.37
N -2.12 -0.84 -0.45 0.81
O -2.50 -1.65 0.34 -0.57
O -2.71 -0.28 -1.38 -0.50
H 2.09 -2.87 -1.31 0.48
H 0.87 -0.64 -1.97 0.43
H -1.00 2.09 1.89 0.35
H -2.40 1.55 0.78 0.26
H -1.15 2.90 0.15 0.30
H 1.24 1.62 1.12 0.37

No. 6
99
Properties=species:S:1:pos:R:3:mulliken_charge:R:1 method="wB97M-V/def2-TZVPD" gap_ev=2.67 molar_mass_da=949.948 total_charge=-2 relative_energy_kcal_mol=4.3 e_lumo_ev=3.40 e_tot_ha=-3131.7862
Cs -1.08 -0.56 0.38 1.39
C -1.02 -4.66 -2.40 -0.44
C -1.50 -3.39 -2.02 -0.66
N -1.96 -3.12 -0.82 -0.32
C -2.00 -4.10 0.12 -0.14
C -1.58 -5.42 -0.18 1.58
C -1.07 -5.66 -1.47 -0.88
C -1.69 -6.45 0.79 -1.03
C -2.21 -6.12 2.02 -0.83
C -2.62 -4.83 2.35 -0.42
C -2.50 -3.75 1.45 -0.12
N -2.72 -2.47 1.74 0.24
C -3.56 -2.06 2.74 -0.30
C -4.76 -2.69 3.06 -0.34
C -5.65 -2.17 4.00 -0.80
C -5.38 -1.01 4.67 -0.92
C -4.17 -0.33 4.40 1.53
C -3.82 0.88 5.06 -0.94
C -2.64 1.49 4.78 -0.53
C -1.78 0.90 3.82 -0.71
N -2.08 -0.21 3.19 -0.23
C -3.26 -0.84 3.45 -0.30
H -0.63 -4.82 -3.39 0.42
H -1.50 -2.57 -2.74 0.64
H -0.73 -6.66 -1.72 0.36
H -1.36 -7.45 0.55 0.32
H -2.30 -6.90 2.78 0.33
H -2.99 -4.63 3.34 0.50
H -5.02 -3.60 2.53 0.52
H -6.58 -2.70 4.19 0.35
H -6.07 -0.59 5.40 0.32
H -4.51 1.30 5.78 0.34
H -2.34 2.42 5.24 0.40
H -0.84 1.37 3.58 0.88
C 4.60 -2.47 2.33 -0.79
N 4.46 -2.62 0.89 0.29
C 5.45 -2.99 0.00 -0.61
C 4.90 -3.00 -1.22 -0.33
N 3.57 -2.64 -1.08 0.44
C 3.28 -2.42 0.25 -0.42
S 1.84 -2.05 0.98 -0.44
C 2.68 -2.46 -2.18 0.12
C 2.62 -3.44 -3.16 -0.48
C 1.80 -3.19 -4.26 -0.70
C 1.08 -2.00 -4.30 -0.73
C 1.21 -1.11 -3.25 -0.02
N 2.01 -1.33 -2.21 -0.08
H 5.61 -2.75 2.61 0.31
H 3.87 -3.10 2.83 0.30
H 4.40 -1.44 2.62 0.26
H 6.46 -3.18 0.32 0.41
H 5.34 -3.19 -2.19 0.44
H 3.17 -4.36 -3.07 0.50
H 1.72 -3.92 -5.05 0.42
H 0.43 -1.75 -5.13 0.47
H 0.67 -0.17 -3.24 0.35
O -3.66 3.42 -0.90 -0.90
C -2.48 3.15 -0.65 -0.10
O -1.68 2.65 -1.69 -0.12
C -1.73 3.28 0.52 0.17
C -2.14 3.88 1.71 -0.78
C -1.29 4.02 2.77 -1.24
C 0.06 3.47 2.68 0.40
C 0.95 3.49 3.74 -0.17
C 2.24 2.93 3.67 -0.84
C 2.62 2.32 2.50 -0.90
C 1.75 2.28 1.40 0.16
C 0.47 2.85 1.45 0.08
N -0.37 2.82 0.37 0.57
H -3.16 4.23 1.75 0.46
H -1.60 4.50 3.69 0.32
H 0.62 3.97 4.67 0.32
H 2.90 2.97 4.53 0.34
H 3.60 1.87 2.41 0.40
H 2.07 1.79 0.49 0.41
C 2.06 6.86 -1.51 -0.37
C 2.84 5.76 -1.21 -0.81
C 2.28 4.48 -1.21 0.33
C 0.93 4.28 -1.52 0.23
C 0.16 5.41 -1.82 -0.37
C 0.71 6.69 -1.81 -0.73
Si 0.01 2.62 -1.48 0.42
C 0.21 2.26 -3.43 -0.33
C -0.82 1.77 -4.25 -0.22
C -0.60 1.35 -5.55 -0.66
C 0.68 1.40 -6.10 -0.37
C 1.72 1.90 -5.33 -0.76
C 1.48 2.32 -4.03 -0.06
H 2.49 7.86 -1.50 0.35
H 3.89 5.88 -0.96 0.35
H 2.90 3.64 -0.95 0.34
H -0.89 5.29 -2.05 0.29
H 0.09 7.54 -2.04 0.37
H 0.81 1.36 -1.20 -0.21
H -1.82 1.73 -3.84 0.40
H -1.43 0.97 -6.15 0.35
H 0.86 1.07 -7.12 0.34
H 2.72 1.96 -5.74 0.37
H 2.32 2.69 -3.44 0.24

No. 7
71
Properties=species:S:1:pos:R:3:mulliken_charge:R:1 method="wB97M-V/def2-TZVPD" gap_ev="3.11 / 3.12" molar_mass_da=611.054 total_charge=+4 e_lumo_ev="-16.08 / -16.08" e_tot_ha=-1734.4084
Pd -0.08 0.29 0.30 0.11
C 4.22 -0.09 0.91 -0.64
O 3.44 -0.49 2.10 -0.41
C 2.20 -0.24 1.84 0.52
N 1.91 0.30 0.69 -0.13
C 3.16 0.44 -0.09 -0.44
C 3.38 1.86 -0.56 0.37
C 3.73 2.87 0.34 -0.06
C 4.07 4.14 -0.13 -1.27
C 4.02 4.41 -1.51 -0.58
C 3.63 3.42 -2.40 -0.79
C 3.33 2.15 -1.93 -0.31
C 1.12 -0.61 2.78 -0.02
C 1.20 -1.09 4.07 -0.41
C 0.00 -1.36 4.74 -0.56
C -1.23 -1.15 4.12 -0.42
C -1.21 -0.68 2.81 0.03
N -0.06 -0.43 2.19 -0.17
C -2.33 -0.42 1.89 0.06
N -2.08 -0.07 0.66 0.31
C -3.36 0.04 -0.06 -0.51
C -4.39 -0.26 1.09 -0.51
O -3.56 -0.56 2.26 -0.37
C -3.50 -0.89 -1.19 0.58
C -2.81 -2.10 -1.26 -0.09
C -3.10 -3.00 -2.26 -0.88
C -4.08 -2.70 -3.20 -0.43
C -4.77 -1.49 -3.15 -0.79
C -4.47 -0.58 -2.16 -0.48
H 4.75 -0.97 0.57 0.35
H 4.93 0.66 1.25 0.40
H 3.10 -0.21 -0.96 0.69
H 3.82 2.68 1.40 0.59
H 4.42 4.89 0.57 0.59
H 4.32 5.39 -1.87 0.57
H 3.64 3.62 -3.46 0.54
H 3.11 1.35 -2.64 0.54
H 2.16 -1.26 4.55 0.61
H 0.03 -1.74 5.75 0.52
H -2.16 -1.36 4.62 0.61
H -3.48 1.07 -0.42 0.52
H -4.99 -1.14 0.90 0.39
H -5.02 0.58 1.34 0.34
H -2.06 -2.35 -0.51 0.47
H -2.60 -3.95 -2.31 0.48
H -4.31 -3.42 -3.97 0.50
H -5.52 -1.27 -3.89 0.48
H -5.00 0.36 -2.10 0.52
C 1.08 5.55 1.00 -0.97
N 0.91 4.82 -0.30 0.65
C 0.76 5.80 -1.42 -0.94
C -0.24 3.85 -0.19 -1.51
C -0.37 2.89 -1.35 1.38
C -0.95 3.29 -2.54 -0.27
C -1.08 2.41 -3.66 -0.71
C -0.64 1.11 -3.60 -1.20
C -0.05 0.66 -2.41 -0.35
C -0.08 1.52 -1.29 0.93
H 1.94 6.21 0.91 0.42
H 1.25 4.83 1.80 0.38
H 0.19 6.13 1.20 0.41
H 1.79 4.30 -0.46 -0.37
H -0.18 6.34 -1.30 0.39
H 0.80 5.28 -2.37 0.43
H 1.59 6.51 -1.37 0.42
H -1.14 4.46 -0.09 0.51
H -0.09 3.30 0.74 0.65
H -1.36 4.29 -2.62 0.72
H -1.49 2.80 -4.59 0.55
H -0.69 0.45 -4.46 0.60
H 0.37 -0.35 -2.37 0.47

No. 8
7
Properties=species:S:1:pos:R:3:mulliken_charge:R:1 method="wB97M-V/def2-TZVPD" gap_ev="7.04 / 8.03" molar_mass_da=73.120 relative_energy_kcal_mol=92.8 e_lumo_ev="-0.98 / -0.96" e_tot_ha=-530.7868
C 0.18 -0.61 -0.10 0.11
C -1.07 -0.26 0.09 -0.57
N 1.33 0.27 -0.05 -0.20
S 2.82 -0.10 0.04 -0.17
H 0.48 -1.68 -0.28 0.30
H -1.89 -0.77 0.57 0.27
H 1.05 1.14 0.29 0.26

No. 9
12
Properties=species:S:1:pos:R:3:mulliken_charge:R:1 method="wB97M-V/def2-TZVPD" gap_ev=10.20 smiles="N=C=CCOC=O" molar_mass_da=99.089 relative_energy_kcal_mol=56.8 e_lumo_ev=0.69 e_tot_ha=-360.5790
N 0.33 2.44 1.85 -0.51
C 0.42 1.42 1.19 0.51
C 0.41 0.17 0.84 -0.40
C -0.70 -0.71 0.25 -0.65
O -0.83 -0.38 -1.13 -0.32
C 0.07 -1.00 -1.85 0.30
O 0.12 -0.97 -3.03 -0.45
H 0.18 3.30 1.31 0.30
H 1.34 -0.34 0.70 0.27
H -0.34 -1.79 0.41 0.37
H -1.74 -0.52 0.59 0.32
H 0.74 -1.61 -1.14 0.26